[1]
This record from the Open Molecules 2025 dataset describes C5H9O3 in the gas phase. The level of theory is ωB97M-V/def2-TZVPD.

Geometry as XYZ:
```
17
Properties=species:S:1:pos:R:3:forces:R:3
C -1.4494 -0.9173 1.3522 0.28 0.21 0.07
C -0.2085 -0.2121 0.8292 0.97 -0.95 -0.31
C 1.1017 -0.2909 1.6298 -0.57 -0.45 -0.36
O 0.3187 0.8726 1.6050 -0.75 0.67 -0.46
C -0.1434 -0.0923 -0.6668 -0.09 0.97 0.88
C 0.7131 0.9242 -1.3254 0.53 0.45 0.39
O 0.2531 1.1876 -2.6368 -0.11 0.61 -0.91
O -0.8621 -0.9331 -1.4492 0.03 -0.18 -0.45
H -1.4747 -1.9492 1.0050 0.03 0.01 -0.06
H -1.4707 -0.9181 2.4414 0.12 0.05 -0.01
H -2.3494 -0.4201 0.9918 0.01 0.04 -0.04
H 1.1199 -0.8056 2.5908 -0.05 -0.04 -0.15
H 2.0734 -0.1979 1.1383 -0.27 -0.13 -0.05
H 0.7144 1.8487 -0.7337 0.08 -0.25 0.11
H 1.7446 0.5542 -1.3845 0.29 0.07 -0.01
H 0.6575 2.0070 -3.0017 -0.37 -1.02 0.59
H -0.7381 -0.6577 -2.3852 -0.12 -0.06 0.76
```
Positions in Å, forces in eV/Å.

Its HOMO-LUMO gap (alpha / beta) is 7.1 / 10.9 eV. The charge is 0. The HOMO energy (alpha / beta) comes out at -6.5 / -10.3 eV. The calculation puts the lowest unoccupied orbital energy (alpha / beta) at 0.0235 / 0.0210 hartree. The spin multiplicity is 2.

[2]
This record from the Open Molecules 2025 dataset describes C3H6N4O in the gas phase. The level of theory is ωB97M-V/def2-TZVPD.

Geometry as XYZ:
```
14
Properties=species:S:1:pos:R:3:forces:R:3
C 0.2198 0.6086 0.3233 -0.25 -1.31 0.12
C -0.8252 -0.4679 -0.0708 0.84 2.56 -0.55
C 1.3058 -1.0902 -0.7891 0.48 -0.58 0.22
H -1.9567 1.7676 0.7576 -0.17 -0.26 0.31
H -1.1983 2.8044 1.9160 -0.27 0.52 0.88
H -1.6272 0.0270 -0.6144 -0.21 -0.16 -0.33
H -1.2404 -0.8620 0.8220 -0.36 -0.78 0.99
H -0.5251 -2.1708 -1.1729 0.93 -0.47 -0.42
H 3.2174 -1.4900 -1.0280 -1.89 -0.03 -0.53
N -1.1524 2.2504 1.1087 1.42 -0.66 -1.31
N 0.1306 1.7222 0.9124 -0.51 -0.59 -0.43
N -0.0373 -1.3508 -0.8712 -1.03 0.41 0.20
N 2.2362 -1.7560 -1.3334 0.94 0.44 0.84
O 1.4531 0.0074 0.0396 0.08 0.89 0.02
```
Positions in Å, forces in eV/Å.

Its HOMO-LUMO gap is 9.4 eV. The charge is 0. The HOMO energy comes out at -8.7 eV. The calculation puts the lowest unoccupied orbital energy at 0.0231 hartree.

[3]
This record from the Open Molecules 2025 dataset describes 2 unconnected molecules or ions with the total composition C4H8O2. The level of theory is ωB97M-V/def2-TZVPD.

Geometry as XYZ:
```
14
Properties=species:S:1:pos:R:3:forces:R:3
O -0.3382 -1.6299 -0.8702 0.36 -0.57 0.42
C 0.5855 -0.8595 -0.8117 -0.55 1.09 -1.17
C 1.9318 -1.0300 -1.4562 0.04 0.25 -0.65
H 0.3781 0.1803 -0.4935 0.16 -0.17 0.47
H 1.7827 -1.2555 -2.5147 -0.24 -0.66 0.10
H 2.4159 -0.0598 -1.5508 0.29 0.02 0.71
H 2.5678 -1.7812 -0.9974 0.05 0.00 0.02
C -1.8076 1.7389 0.8295 -0.49 -0.25 0.12
C -1.3644 0.5591 1.2272 0.78 0.07 -0.16
O -0.2130 0.4720 1.9712 0.06 0.11 0.25
H -2.7148 1.7536 0.2458 0.08 0.17 -0.21
H -1.3459 2.6639 1.1411 -0.01 0.01 0.06
H -1.7104 -0.3889 0.8349 -0.43 0.00 0.19
H -0.1675 -0.3630 2.4447 -0.10 -0.08 -0.14
```
Positions in Å, forces in eV/Å.

Its HOMO-LUMO gap is 10.0 eV. The charge is 0. The HOMO energy comes out at -9.2 eV. The calculation puts the lowest unoccupied orbital energy at 0.0305 hartree.

[4]
This record from the Open Molecules 2025 dataset describes C4H7N3O in the gas phase. The level of theory is ωB97M-V/def2-TZVPD.

Geometry as XYZ:
```
15
Properties=species:S:1:pos:R:3:forces:R:3
C -0.5759 -2.0257 0.1663 3.74 1.02 0.15
C -0.9925 -0.6825 -0.4495 -3.45 1.40 3.82
C -0.1487 1.6863 -0.6999 0.95 1.28 -1.76
C 1.1067 0.7453 -0.2954 -2.42 4.41 -4.54
H 2.2245 -0.6712 1.6968 -5.14 -2.04 -1.37
H -0.9425 -3.0010 -0.1872 -0.23 0.62 0.52
H -2.1589 0.8585 0.1949 -0.46 -4.60 -0.52
H 0.2492 2.5413 -1.6461 -1.85 -2.96 2.77
H -1.1020 2.2054 -0.0396 3.26 -1.74 -1.53
H 2.0924 0.9817 -0.8897 -2.28 -0.82 0.98
H 1.0969 0.4322 0.7185 0.05 1.14 -0.55
N 0.4155 -2.1439 1.0253 -0.32 0.69 -0.80
N -2.1484 -0.3717 0.1632 2.73 3.54 -1.52
N -0.1874 0.2285 -1.1245 2.88 1.53 1.26
O 1.0711 -0.7833 1.3669 2.55 -3.47 3.09
```
Positions in Å, forces in eV/Å.

Its HOMO-LUMO gap is 9.3 eV. The charge is 0. The HOMO energy comes out at -9.3 eV. The calculation puts the lowest unoccupied orbital energy at 0.0017 hartree.

[5]
This record from the Open Molecules 2025 dataset describes C3H2N2O2 in the gas phase. The level of theory is ωB97M-V/def2-TZVPD.

Geometry as XYZ:
```
9
Properties=species:S:1:pos:R:3:forces:R:3
N -2.4103 -1.2178 0.0116 0.39 0.44 -0.02
C -1.6128 -0.2808 -0.0281 -0.22 -0.17 0.01
O 1.2511 -0.6032 0.8114 0.26 0.41 -0.27
C 1.7614 0.2002 0.0833 -0.12 -0.30 0.24
O 1.2273 1.3570 -0.3752 0.21 -0.10 -0.07
C -0.9080 0.7908 0.0372 0.18 0.03 0.01
N -0.0843 1.7283 0.0867 -0.56 -0.34 0.08
H -2.0010 -2.1041 -0.2939 -0.07 0.04 -0.01
H 2.7767 0.1296 -0.3330 -0.07 0.00 0.04
```
Positions in Å, forces in eV/Å.

Its HOMO-LUMO gap is 8.3 eV. The charge is 0. The HOMO energy comes out at -9.4 eV. The calculation puts the lowest unoccupied orbital energy at -0.0384 hartree.

[6]
This record from the Open Molecules 2025 dataset describes C10H19N5O5 in the gas phase. The level of theory is ωB97M-V/def2-TZVPD.

Geometry as XYZ:
```
39
Properties=species:S:1:pos:R:3:forces:R:3
C -0.9112 -0.9630 -1.1415 -0.44 -0.76 1.07
C -1.0174 0.5596 -0.8028 -0.63 0.34 -1.33
C 0.3609 -1.6049 -0.4531 -0.49 1.04 -1.27
C 0.5796 -3.0778 -0.6974 1.91 -0.61 1.16
C 2.0714 -3.3676 -0.1874 -0.91 -2.08 2.00
C 2.7294 -2.9300 -2.4063 -1.54 4.23 -0.57
C -1.6558 2.2651 0.8447 -0.12 0.86 -0.74
C -0.3839 3.0708 0.9654 1.67 0.98 1.90
C -2.5280 2.3154 2.0860 0.08 2.04 0.38
C -1.7886 2.0721 3.4485 -1.97 0.84 -0.48
H -1.0169 -0.0097 -2.9553 0.86 -3.85 0.96
H 0.2751 -1.2272 -2.6701 -2.63 0.45 -0.70
H -1.8338 -1.5465 -0.8444 0.65 1.03 0.33
H 0.5271 -1.4614 0.6055 -0.74 0.40 0.54
H 1.1648 -1.0163 -0.9199 0.12 -0.33 0.06
H 0.5958 -3.4345 -1.7039 -0.57 0.30 -0.77
H -0.1374 -3.7176 -0.1657 0.21 0.25 0.14
H 2.1648 -2.9595 0.9022 0.21 -0.57 -2.03
H 2.3091 -4.4818 -0.1164 -0.97 1.20 0.19
H 3.2103 -1.8367 -0.9141 0.35 -1.75 -0.06
H 1.8731 -2.0096 -3.9193 1.69 0.89 2.18
H 1.8500 -4.1504 -3.9175 2.65 0.04 3.73
H 2.9656 -4.9024 -2.6836 1.10 -1.99 0.61
H -1.2812 0.1439 1.0857 -0.16 1.22 0.02
H -2.2617 2.7067 0.0396 0.22 -0.18 -0.06
H -3.2690 1.5649 1.9022 -0.58 -0.63 0.38
H -3.1095 3.3412 2.0647 1.46 -2.01 0.52
H -0.7177 0.6947 4.2073 0.86 -0.18 1.66
H 0.0603 2.7598 -0.8640 -0.65 -0.65 -1.02
N -0.8220 -1.1165 -2.5842 2.59 3.27 -1.08
N 3.1514 -2.8929 -1.0461 0.12 2.98 -0.77
N 2.3705 -1.7502 -2.9554 -0.45 -3.64 -1.29
N 2.4696 -4.1199 -2.9394 -3.38 0.46 -4.58
N -1.2862 0.9445 0.4323 -0.06 -2.98 1.65
O -0.9510 1.4193 -1.6909 0.22 -0.37 -0.17
O -0.0234 3.5494 2.0300 -0.76 -0.51 -1.14
O -1.9387 2.7946 4.4043 0.82 -1.37 -0.87
O -1.1856 0.8413 3.4110 -0.83 1.09 -1.37
O 0.4373 3.1515 -0.0819 0.07 0.57 0.83
```
Positions in Å, forces in eV/Å.

Its HOMO-LUMO gap is 9.5 eV. The charge is 0. The HOMO energy comes out at -9.1 eV. The calculation puts the lowest unoccupied orbital energy at 0.0126 hartree.

[7]
This record from the Open Molecules 2025 dataset describes a molecular structure, C11H15ClGaNO3RhS. The level of theory is ωB97M-V/def2-TZVPD.

Geometry as XYZ:
```
34
Properties=species:S:1:pos:R:3:forces:R:3
Rh -1.2319 -2.1088 -1.6434 1.09 0.69 0.55
Cl -0.8115 -3.5875 -3.3007 0.15 -0.87 -0.93
C -0.5868 -2.7179 0.1707 0.30 -0.33 0.98
C -1.5579 -0.3736 -2.6169 -0.03 0.96 -0.42
H -0.8512 -3.7514 -0.1514 0.19 0.22 0.66
H 0.4068 -2.6494 0.6563 -0.72 -0.09 -0.28
H -1.4053 -2.2143 0.7230 0.46 -0.43 0.37
H -1.0502 -0.2193 -3.5893 -0.30 0.16 0.67
H -1.6024 0.4977 -1.9328 -0.53 -0.33 -0.92
H -2.5346 -0.9347 -2.7583 0.13 0.93 -0.14
Ga 0.7630 0.2783 -0.5467 1.10 1.75 0.06
C 0.2425 2.2460 -0.9477 -0.55 -0.50 -0.28
C 2.6274 -0.2596 -1.3218 -3.92 -2.32 -0.33
H -0.1463 2.2396 -1.9742 0.04 0.18 0.10
H -0.5544 2.6509 -0.3054 0.19 -0.36 -0.10
H 1.0747 2.9687 -0.9246 0.06 -0.63 0.11
H 2.2629 -0.4474 -2.3746 1.24 0.75 0.24
H 2.6496 -1.3316 -0.9919 1.24 0.69 0.14
O -1.4952 0.5639 1.4060 1.22 -0.45 1.82
C -0.4762 0.3370 2.0862 -0.28 0.24 -2.19
N 0.7544 0.2416 1.4856 0.23 -0.39 -0.81
S 2.0628 -0.1731 2.4371 -2.05 0.28 -1.27
O 2.4645 -1.5112 2.0838 0.25 0.45 0.65
O 3.0223 0.8957 2.4313 0.02 -0.42 0.41
C 1.0054 -0.1300 3.8744 0.69 -0.38 1.29
C 1.4119 -0.3438 5.1937 -0.63 0.03 0.00
C 0.4193 -0.3005 6.1885 0.11 -0.04 -0.22
C -0.9299 -0.0636 5.8670 0.55 -0.04 -0.07
C -1.3014 0.1447 4.5396 0.23 0.07 -0.18
C -0.3163 0.1181 3.5433 -0.47 0.03 0.88
H 2.4567 -0.5570 5.4333 -0.38 0.12 -0.06
H 0.6949 -0.4679 7.2324 -0.06 0.06 -0.33
H -1.6690 -0.0394 6.6727 0.21 -0.01 -0.37
H -2.3363 0.3412 4.2686 0.21 -0.05 -0.02
```
Positions in Å, forces in eV/Å.

Its HOMO-LUMO gap (alpha / beta) is 5.7 / 6.7 eV. The charge is -1. The HOMO energy (alpha / beta) comes out at -3.4 / -5.2 eV. The calculation puts the lowest unoccupied orbital energy (alpha / beta) at 0.0841 / 0.0553 hartree. The spin multiplicity is 5.

[8]
This record from the Open Molecules 2025 dataset describes a molecular structure, C21H48N2O2P2ReS. The level of theory is ωB97M-V/def2-TZVPD.

Geometry as XYZ:
```
77
Properties=species:S:1:pos:R:3:forces:R:3
Re 0.1475 -0.1864 0.1131 0.70 0.95 -0.59
C -1.0366 -1.2683 -1.0542 -5.15 -5.27 -4.40
O -1.7054 -1.9793 -1.7073 3.46 3.80 3.20
C 1.2151 1.2318 0.9850 4.90 5.86 4.24
O 1.8575 2.0556 1.5281 -3.37 -4.21 -3.04
P 0.5239 1.1253 -1.9331 -0.49 1.97 -2.62
C -0.6889 2.4688 -2.3438 -0.86 0.27 0.43
H -0.2866 2.9197 -3.2655 0.04 -0.37 0.37
C 2.1095 2.1276 -1.9750 1.09 0.07 0.84
H 2.0362 2.6894 -1.0255 -0.04 -0.12 -0.22
C 0.4437 0.1469 -3.5263 0.05 -1.00 -0.29
H -0.5898 -0.2437 -3.4872 0.17 0.17 0.04
C -1.4906 -2.8176 2.0194 0.32 -0.62 -0.43
P -0.9265 -1.0142 1.9649 -3.65 -1.19 2.74
H -2.8202 0.0754 3.0573 0.03 -0.09 -0.31
H -2.2561 -2.8482 1.2238 0.21 0.15 0.24
C -0.3450 -0.6345 3.7012 1.28 0.51 1.18
H -1.0630 -1.1624 4.3545 -0.02 0.02 -0.61
C 3.3306 1.2122 -1.8988 0.37 0.12 0.01
H 4.2022 1.8240 -1.6227 -0.17 -0.21 -0.11
H 3.5490 0.7451 -2.8677 -0.02 0.17 0.30
H 3.2200 0.4231 -1.1407 0.04 0.14 -0.11
C 2.2745 3.1532 -3.1060 -0.42 -0.12 -0.27
H 2.4309 2.6709 -4.0776 0.02 0.29 0.34
H 3.1800 3.7374 -2.8841 -0.16 -0.16 0.07
H 1.4418 3.8627 -3.1843 0.35 -0.16 0.03
C 0.6051 0.9416 -4.8285 0.02 0.29 0.05
H -0.0304 1.8338 -4.8907 0.21 -0.30 -0.08
H 0.3134 0.2754 -5.6549 0.03 0.12 0.24
H 1.6521 1.2234 -4.9999 -0.39 -0.18 -0.03
C 1.4007 -1.0444 -3.5268 -0.05 -0.17 -0.08
H 1.1271 -1.7008 -4.3663 0.18 0.13 0.23
H 1.3402 -1.6349 -2.6045 0.01 -0.01 -0.37
H 2.4415 -0.7293 -3.6658 -0.29 -0.18 -0.05
C -2.0916 1.9350 -2.6751 -0.01 -0.14 -0.08
H -2.0972 1.3490 -3.6046 -0.09 0.17 0.26
H -2.7746 2.7884 -2.8144 0.22 -0.36 0.03
H -2.4974 1.3084 -1.8648 -0.04 0.18 -0.14
C -0.7401 3.5732 -1.2758 0.12 0.01 0.10
H -1.0400 3.1801 -0.2910 -0.01 0.21 -0.24
H -1.4869 4.3254 -1.5817 0.32 -0.27 0.18
H 0.2258 4.0859 -1.1664 -0.29 -0.06 0.02
C -2.1206 -3.2194 3.3566 -0.01 0.26 0.19
H -2.9375 -2.5641 3.6796 0.17 -0.13 -0.03
H -1.3584 -3.2679 4.1455 -0.23 -0.04 -0.11
H -2.5303 -4.2343 3.2496 0.05 0.27 -0.03
C -0.4104 -3.8397 1.6564 0.04 -0.01 -0.10
H 0.3705 -3.8870 2.4277 -0.22 -0.08 -0.11
C -2.3406 1.2799 1.3358 0.04 0.10 0.62
H 0.0514 -3.6556 0.6759 -0.17 -0.20 0.23
H -0.8824 -4.8345 1.6251 0.24 0.28 -0.04
C -3.7374 -0.8390 1.3245 0.15 0.02 0.01
H -1.6563 1.1697 0.4356 -0.03 0.16 -0.41
H -3.3005 1.6852 0.9853 0.51 0.07 -0.34
H -1.8829 2.0226 2.0086 0.01 -0.27 -0.34
C -2.5796 -0.0787 1.9940 0.22 -0.43 0.02
H -4.6010 -0.1642 1.2367 0.22 -0.19 0.03
H -4.0557 -1.7057 1.9144 0.04 0.21 -0.21
H -3.4681 -1.1786 0.3130 -0.22 0.10 0.16
C -0.3710 0.8575 4.0882 -0.20 -0.10 -0.43
H 0.2545 1.4577 3.4101 -0.18 -0.03 0.39
H 0.0498 0.9482 5.1026 -0.14 -0.02 -0.33
H -1.3871 1.2700 4.1154 0.33 -0.05 0.02
C 1.0601 -1.1954 3.9554 0.01 -0.10 -0.06
H 1.7849 -0.7812 3.2335 -0.10 -0.10 0.29
H 1.0903 -2.2941 3.9317 -0.07 0.26 0.02
H 1.3818 -0.8912 4.9633 -0.04 -0.14 -0.31
H -4.7484 2.6397 -0.2153 0.01 0.18 -0.29
H -4.5219 3.0038 -0.8322 -0.09 -0.15 0.27
N 4.2890 -2.0398 0.3033 -1.88 0.57 -0.61
C 3.0912 -2.2827 0.8394 2.31 -1.26 1.78
N 3.0625 -3.0391 1.9442 -0.71 1.04 -1.27
S 1.6834 -1.7973 -0.1203 0.64 -0.17 -0.40
H 5.1346 -2.4535 0.6740 0.24 0.04 0.03
H 4.3383 -1.4855 -0.5523 0.32 -0.36 0.28
H 2.2101 -3.2049 2.4684 0.25 -0.11 -0.24
H 3.9369 -3.4259 2.2898 -0.15 -0.04 0.22
```
Positions in Å, forces in eV/Å.

Its HOMO-LUMO gap (alpha / beta) is 6.3 / 4.0 eV. The charge is +4. The HOMO energy (alpha / beta) comes out at -21.7 / -21.6 eV. The calculation puts the lowest unoccupied orbital energy (alpha / beta) at -0.5653 / -0.6462 hartree. The spin multiplicity is 4.

Table of F_max (eV/A), in record order: 1.39 2.75 1.69 6.77 0.66 5.71 4.56 8.73